The following is a quantum chemistry calculation of C33H44As2N4OPRuSTe as an isolated structure in a non-equilibrium geometry, from OMol25.

Last column: Löwdin spin population.
Cartesian coordinates (Å):
C 2.4053 2.3179 -2.8549  -0.0005
C 2.3086 3.5116 -3.5517  0.0001
N -0.5859 -2.1533 0.9637  0.0451
C 0.1541 -4.4159 0.9529  0.0023
C 2.1197 2.7171 1.2645  -0.0001
H -3.5875 -0.7343 3.5535  0.0000
H 2.2419 2.1464 0.3525  -0.0003
H -4.5384 2.7953 1.9129  -0.0002
Ru -0.5290 -0.0274 0.0988  0.9608
C 0.0097 2.2583 -2.5848  -0.0022
C -0.0760 3.4416 -3.3145  -0.0011
H -1.9432 -0.0093 -4.0128  -0.0001
C 5.3885 -0.5196 3.8878  0.0000
S -1.1088 2.1477 1.1136  -0.0330
H -2.9956 -4.1533 2.1518  0.0003
C -2.0392 -3.8698 1.7366  0.0016
H 3.8456 -0.3569 -2.0222  -0.0005
Te 1.2439 0.0140 2.4437  0.0400
N -3.5868 2.9273 1.6082  -0.0035
H -2.1499 1.7105 -4.4016  -0.0014
H -1.0454 3.8821 -3.5114  -0.0001
H -0.7981 -3.1415 -4.4845  0.0000
C 4.2813 -0.3672 3.0662  0.0011
H -4.1584 -2.6982 -1.2394  0.0000
H -3.6507 2.7399 -1.0965  -0.0001
H 0.9740 4.9851 -4.3621  -0.0001
H -2.0314 -1.8957 -4.7882  0.0000
H -3.4645 0.8155 -3.6073  0.0001
H 0.4013 -0.9937 -3.6713  0.0000
H 3.3789 1.8734 -2.6885  0.0000
H -4.2362 -1.6078 -2.6352  0.0000
H -2.1909 3.7384 -1.0189  0.0005
H -3.7058 -2.4867 3.3483  0.0000
H 2.3741 5.8904 2.4072  0.0000
H 3.3917 -1.2255 -0.5547  0.0003
H -1.2623 -5.8652 1.6674  -0.0001
C -2.3833 0.9277 -3.6823  -0.0080
As -1.6495 1.4330 -1.9404  -0.0342
H 1.0979 2.3684 4.4779  0.0001
C -1.7331 -4.4775 -2.0117  0.0003
C 1.7027 4.2123 3.5629  -0.0004
C -2.8281 1.8473 1.3596  -0.0030
N -2.5348 -0.3640 1.0741  -0.0080
H 1.2702 -2.7014 0.2779  0.0005
H 6.3816 -0.5114 3.4592  0.0000
H -2.1762 -5.2025 -2.6939  0.0001
H 1.8421 -0.5949 5.4189  0.0005
C -3.9358 -2.6010 -2.3024  -0.0001
C -3.7381 -1.5346 2.8280  -0.0007
C -2.7424 3.0250 -1.6252  -0.0061
N -3.3421 0.6702 1.3513  0.0030
H 3.2038 4.0003 -3.9116  0.0000
H 1.4787 -2.1887 -2.9235  0.0000
C 5.2240 -0.6833 5.2560  0.0003
C 3.0159 -0.3833 3.6317  0.0156
P -2.1523 -2.7960 -2.5334  0.0029
C 3.2682 -0.2900 -1.1015  -0.0025
H 3.6507 0.5234 -0.4870  0.0001
C 2.1761 4.8270 2.4108  0.0001
H -2.0906 -4.6691 -1.0050  0.0000
C 3.9514 -0.7099 5.8070  0.0012
C 1.2614 1.6846 -2.3782  -0.0002
C -1.8373 -2.8582 -4.3187  0.0012
H -3.0282 3.4846 -2.5699  -0.0009
H 2.1663 -0.7994 -3.8002  -0.0001
H 3.8200 -0.8425 6.8723  0.0001
C -1.0682 -4.8186 1.4745  -0.0023
C 1.6810 2.0997 2.4275  -0.0004
O -1.3735 -1.7259 -1.8173  0.0317
H -0.6484 -4.5808 -2.0328  0.0000
C 1.3505 -1.1328 -3.1604  0.0000
H -4.4852 -3.3564 -2.8628  0.0000
C 0.3399 -3.0716 0.6933  0.0040
H 6.0890 -0.7965 5.8950  0.0000
C 1.0623 4.0674 -3.7969  -0.0003
H -4.7300 -1.3762 2.4006  -0.0002
H 4.4132 -0.2342 2.0004  0.0002
C -2.7024 -1.4445 1.7573  -0.0024
H -2.4849 -3.6069 -4.7747  0.0003
H 2.7603 4.5505 0.3624  0.0000
H -3.1353 3.8017 1.8150  -0.0007
C -1.7684 -2.5286 1.4745  0.0020
C 2.8367 -0.5685 4.9919  0.0038
H 1.5141 4.7983 4.4526  0.0000
C 1.4683 2.8459 3.5796  0.0001
C 2.3877 4.0792 1.2629  -0.0001
As 1.3743 -0.0632 -1.5333  -0.0073
H 0.9454 -5.1255 0.7590  0.0004

As for the net charge: +2. The multiplicity is 2. As for the HOMO energy (spin up / spin down): -12.9 / -12.9 eV. The frontier orbital gap (spin up / spin down) comes out at 5.928 / 6.444 eV. The value obtained for the energy relative to the best compared isomer or geometry (same formula, charge and spin) is 75.5 kcal per mole.